A structure of composition C18H24FN6S5SeW, computed with wB97M-V/def2-TZVPD.

XYZ file:
```
56
Properties=species:S:1:pos:R:3:forces:R:3:nbo_charge:R:1
W -1.268 0.520 0.306 0.1780 0.4521 -0.6112 1.00
C -1.044 0.612 -3.707 -0.0056 0.0769 0.0560 -0.62
C -0.504 -0.709 -3.193 0.1612 -0.0673 0.1563 -0.23
N -1.554 -1.708 -3.010 -0.0667 0.0256 0.0540 -0.35
C -1.540 -2.803 -3.991 0.0208 -0.0912 0.0817 -0.21
C -2.018 -2.355 -5.360 0.0012 -0.0516 -0.0328 -0.62
C -2.397 -1.670 -2.002 0.0152 -0.1015 0.1073 0.59
C -3.517 -2.677 -1.961 0.0493 0.0168 -0.0102 -0.68
N -2.347 -0.789 -0.994 -0.1073 -0.0335 -0.0908 -0.88
H -0.222 1.295 -3.911 0.0380 0.0320 0.0057 0.24
H -1.702 1.086 -2.978 -0.0051 -0.0364 -0.0242 0.20
H -1.610 0.471 -4.626 0.0039 -0.0061 -0.0352 0.22
H 0.030 -0.597 -2.248 -0.0652 -0.0088 -0.1629 0.22
H 0.212 -1.135 -3.894 -0.0373 0.0282 -0.0291 0.23
H -2.131 -3.632 -3.616 -0.0137 0.0203 -0.0308 0.22
H -0.509 -3.161 -4.021 -0.0392 -0.0064 -0.0378 0.23
H -3.032 -1.959 -5.316 -0.0417 0.0064 0.0158 0.21
H -2.014 -3.203 -6.043 0.0068 -0.0270 -0.0201 0.24
H -1.370 -1.590 -5.783 0.0349 0.0358 -0.0120 0.21
H -4.033 -2.746 -2.916 0.0080 -0.0050 -0.0237 0.25
H -4.244 -2.410 -1.197 -0.0021 0.0005 -0.0027 0.23
H -3.113 -3.659 -1.713 0.0065 -0.0033 0.0255 0.27
H -3.202 -0.944 -0.469 0.0293 0.0121 0.0204 0.40
F -0.595 1.163 1.932 -0.0042 0.1414 0.4676 -0.54
Se -0.425 -1.637 1.370 0.2375 -0.4202 -0.1422 0.09
C -0.117 -2.683 -0.120 -0.0722 0.1311 0.3135 0.03
N 0.037 -3.351 -1.046 -0.0309 -0.0347 -0.1560 -0.38
S -2.685 2.243 -0.696 0.1705 0.0010 -0.0218 0.14
C -2.928 2.010 0.963 -0.2191 0.2036 0.2634 -0.19
N -2.770 2.917 1.957 0.0000 0.0012 -0.2870 -0.59
C -2.727 2.395 3.315 0.0410 -0.1045 0.0457 -0.23
C -3.611 1.144 3.316 -0.0377 0.0204 0.0142 -0.51
S -3.627 0.521 1.601 -0.2088 -0.0800 0.1190 0.40
H -2.307 3.786 1.737 0.0427 -0.0262 -0.0068 0.43
H -3.110 3.139 4.013 -0.0307 -0.0328 -0.0285 0.24
H -1.705 2.134 3.585 -0.0600 0.0555 0.0513 0.23
H -4.653 1.372 3.534 0.0360 -0.0079 0.0586 0.25
H -3.253 0.377 3.998 0.0121 -0.0154 -0.0486 0.26
S 5.058 -1.795 0.972 -0.0038 -0.0248 -0.0087 -0.06
C 3.915 -0.665 0.688 0.0053 -0.2800 -0.1749 -0.14
S 2.702 -0.815 -0.582 0.1988 -0.0955 0.0344 0.45
C 1.984 0.648 -0.033 -0.1156 0.2860 0.0378 -0.18
N 2.575 1.226 0.948 -0.1884 -0.0670 -0.2166 -0.22
N 3.659 0.508 1.338 -0.0577 0.0132 -0.0664 -0.25
C 4.396 1.014 2.450 0.1512 0.0615 0.1155 0.11
C 5.782 1.036 2.414 -0.0597 0.0755 0.0557 -0.20
C 6.469 1.548 3.503 0.0066 -0.0092 -0.0237 -0.19
C 5.779 2.036 4.603 -0.0132 -0.0055 -0.0095 -0.20
C 4.392 2.018 4.615 -0.0020 0.0042 0.0037 -0.22
C 3.691 1.504 3.537 0.0623 -0.0048 0.0778 -0.17
S 0.560 1.416 -0.754 -0.0363 -0.0645 0.0889 0.14
H 6.313 0.661 1.554 -0.0003 -0.0132 -0.0168 0.24
H 7.550 1.568 3.484 0.0114 0.0078 0.0175 0.23
H 6.321 2.434 5.448 0.0246 0.0166 0.0364 0.22
H 3.850 2.402 5.469 -0.0051 0.0138 0.0326 0.22
H 2.610 1.487 3.533 -0.0234 -0.0153 -0.0252 0.22
```
Forces are in eV/Å.

Summary:
- Total charge: +1
- Maximum force: 0.78 eV Å⁻¹
- Kohn-Sham gap (spin up / spin down): 5.282 / 5.144 eV
- LUMO level (spin up / spin down): -4.87 / -5.01 eV
- E_tot: -5587.9852 hartree
- Energy above the lowest of the compared OMol25 structures with the same formula, charge and spin: 1.011 eV